This record from OMol25 describes C18H11BrN3O2Y as an isolated structure. The level of theory is ωB97M-V/def2-TZVPD.

Geometry as ORCA input:
```
! RIJCOSX wB97M-V def2-TZVPD def2/J DEFGRID3
* xyz 2 1
Y -0.660 -0.839 -1.050
C -1.314 3.740 -0.809
C -1.487 2.393 -1.129
N -0.527 1.486 -1.001
C 0.713 1.872 -0.550
C 0.962 3.203 -0.205
C -0.090 4.134 -0.338
C 2.260 3.617 0.248
C 3.270 2.730 0.321
C 3.062 1.360 -0.052
C 4.126 0.433 -0.031
C 3.930 -0.863 -0.426
C 2.646 -1.235 -0.828
N 1.618 -0.397 -0.844
C 1.806 0.912 -0.471
H -2.128 4.438 -0.935
H -2.444 2.045 -1.501
H 0.092 5.168 -0.071
H 2.410 4.655 0.511
H 4.256 3.034 0.646
H 5.103 0.768 0.294
H 4.733 -1.585 -0.435
H 2.453 -2.254 -1.144
Br -0.675 -0.582 2.245
C -1.854 -1.968 1.722
C -2.595 -2.741 2.591
C -3.406 -3.712 2.010
C -3.456 -3.884 0.628
C -2.674 -3.059 -0.151
N -1.893 -2.122 0.411
C -2.612 -3.113 -1.663
O -3.238 -3.881 -2.312
O -1.752 -2.174 -2.147
H -2.550 -2.600 3.661
H -4.008 -4.345 2.649
H -4.077 -4.631 0.154
*
```

* E_LUMO: -7.238 eV
* HOMO-LUMO gap: 8.43 eV


This record from OMol25 describes C4H8F2InLu as an isolated structure. The level of theory is ωB97M-V/def2-TZVPD.

Geometry as ORCA input:
```
! RIJCOSX wB97M-V def2-TZVPD def2/J DEFGRID3
* xyz 2 1
C 2.387 -0.876 0.048
C 1.962 0.388 -0.198
In -0.114 0.648 -1.337
F 0.032 2.432 -2.054
C -1.757 0.490 0.535
C -2.154 -0.939 0.558
F -2.671 1.353 0.159
H 1.754 -1.524 0.649
H 3.268 -1.314 -0.424
H 2.472 1.309 -0.073
H -0.327 -0.629 -2.398
H -1.203 0.869 1.394
H -2.227 -1.228 1.618
H -1.453 -1.628 0.082
H -3.115 -1.067 0.058
Lu 3.148 1.716 1.385
*
```

* E_LUMO: -11.752 eV
* HOMO-LUMO gap: 3.16 eV


This record from OMol25 describes C2H3N3S2 in the gas phase. The level of theory is ωB97M-V/def2-TZVPD.

Geometry as ORCA input:
```
! RIJCOSX wB97M-V def2-TZVPD def2/J DEFGRID3
* xyz 0 1
S -2.730 -0.444 -0.046
C -1.187 0.090 -0.027
N -0.719 1.419 -0.080
C 0.559 1.351 0.092
N 1.040 0.079 0.294
S 2.597 -0.426 -0.196
N -0.076 -0.719 0.055
H 1.235 2.187 0.054
H 3.050 -0.747 1.019
H -0.117 -1.600 0.527
*
```

* ΔE to the lowest compared entry with this formula, charge and spin: 83.7 kJ/mol
* SMILES: S=c1ncn(S)[nH]1
* E_LUMO: -0.022 eV
* HOMO-LUMO gap: 8.39 eV


This record from OMol25 describes C5H11N in the gas phase. The level of theory is ωB97M-V/def2-TZVPD.

Geometry as ORCA input:
```
! RIJCOSX wB97M-V def2-TZVPD def2/J DEFGRID3
* xyz 0 1
C 1.724 -0.918 -0.276
C 0.818 0.271 -0.544
C 0.034 0.468 1.867
C -0.736 1.476 1.078
N -0.329 0.242 0.386
C -1.419 -0.624 -0.068
H 2.061 -0.843 0.761
H 1.192 -1.868 -0.400
H 2.586 -0.919 -0.950
H 1.354 1.204 -0.363
H 0.428 0.292 -1.571
H -0.670 -0.163 2.432
H -0.237 2.375 0.709
H -1.825 1.592 1.095
H -1.025 -1.616 -0.310
H -1.892 -0.195 -0.959
H -2.152 -0.720 0.734
*
```

* ΔE to the lowest compared entry with this formula, charge and spin: 339.4 kJ/mol
* E_LUMO: 0.886 eV
* HOMO-LUMO gap: 8.06 eV


This record from OMol25 describes a 2-piece molecular cluster, C7H6FIOS overall. The level of theory is ωB97M-V/def2-TZVPD.

Geometry as ORCA input:
```
! RIJCOSX wB97M-V def2-TZVPD def2/J DEFGRID3
* xyz 0 3
C 0.633 1.039 0.280
C -0.869 -0.786 0.089
C -0.228 1.905 -0.418
C -1.749 0.001 -0.643
C 0.317 -0.236 0.577
C -1.455 1.406 -0.768
C 0.759 -2.131 2.058
O 1.147 -1.008 1.457
F -2.486 2.080 -1.226
S 1.830 -3.168 2.575
I 1.626 0.741 -3.259
H 1.629 1.459 0.349
H -0.974 -1.748 0.398
H 0.102 2.917 -0.617
H -2.800 -0.286 -0.777
H -0.226 -2.264 2.310
H 2.743 0.079 -2.385
*
```

* ΔE to the lowest compared entry with this formula, charge and spin: 0.0 kJ/mol
* E_LUMO (spin up / spin down): 0.518 / -2.666 eV
* HOMO-LUMO gap (spin up / spin down): 6.91 / 6.27 eV
* expectation value of S²: 2.01


This record from OMol25 describes C38H31Cl2N7O3Ti as an isolated structure. The level of theory is ωB97M-V/def2-TZVPD.

Geometry as ORCA input:
```
! RIJCOSX wB97M-V def2-TZVPD def2/J DEFGRID3
* xyz 1 2
Ti -0.460 0.031 0.016
Cl -2.119 -2.870 5.884
C -1.438 -1.818 4.704
C -1.788 -1.987 3.368
C -1.236 -1.159 2.409
N -1.573 -1.116 1.034
C -2.913 -1.077 0.709
O -3.748 -1.913 0.940
C -3.261 0.285 0.155
C -4.586 0.676 0.069
C -4.883 2.005 -0.180
C -3.830 2.903 -0.281
C -2.535 2.435 -0.183
N -2.226 1.144 -0.014
C -0.333 -0.144 2.784
C 0.008 0.021 4.113
C -0.551 -0.812 5.077
Cl -0.133 -0.570 6.730
N 0.219 0.597 1.699
C 1.619 0.584 1.719
O 2.335 1.263 2.404
C 2.112 -0.574 0.890
C 3.365 -1.121 1.102
C 3.628 -2.399 0.644
C 2.597 -3.105 0.036
C 1.380 -2.483 -0.162
N 1.141 -1.215 0.197
H -2.487 -2.760 3.082
H -5.353 -0.068 0.234
H -5.906 2.346 -0.262
H -4.010 3.958 -0.431
H -1.711 3.132 -0.221
H 0.693 0.806 4.404
H 4.086 -0.546 1.668
H 4.591 -2.864 0.805
H 2.737 -4.131 -0.273
H 0.553 -3.021 -0.606
C 1.294 3.841 0.544
C 1.685 2.771 -0.431
C 3.020 2.379 -0.537
C 3.428 1.476 -1.504
C 2.508 0.945 -2.397
C 1.180 1.331 -2.318
C 0.760 2.219 -1.322
H 0.212 3.944 0.618
H 1.706 4.799 0.223
H 1.691 3.625 1.536
H 3.744 2.806 0.145
H 4.473 1.203 -1.575
H 2.844 0.292 -3.195
H 0.486 1.056 -3.100
H -0.212 2.681 -1.430
C -2.590 0.267 -8.734
C -1.921 -0.913 -8.082
C -2.458 -2.193 -8.162
C -1.836 -3.267 -7.545
C -0.655 -3.083 -6.836
N -0.050 -4.220 -6.240
C 0.785 -4.327 -5.170
O 1.534 -5.263 -5.008
N 0.782 -3.278 -4.224
C -0.288 -2.627 -3.637
C -1.630 -2.892 -3.922
C -2.592 -2.105 -3.324
C -2.224 -1.137 -2.408
N -0.952 -0.939 -2.035
C -0.021 -1.657 -2.674
C -0.092 -1.812 -6.771
C -0.729 -0.745 -7.382
H -3.348 -0.052 -9.447
H -1.857 0.882 -9.256
H -3.073 0.894 -7.982
H -3.374 -2.356 -8.716
H -2.266 -4.259 -7.618
H -0.100 -5.072 -6.777
H 1.643 -3.290 -3.698
H -1.915 -3.691 -4.589
H -3.639 -2.250 -3.552
H -2.976 -0.498 -1.980
H 1.010 -1.446 -2.422
H 0.853 -1.662 -6.268
H -0.276 0.238 -7.340
*
```

* ΔE to the lowest compared entry with this formula, charge and spin: 153.1 kJ/mol
* E_LUMO (spin up / spin down): -3.670 / -3.612 eV
* HOMO-LUMO gap (spin up / spin down): 6.45 / 6.52 eV
* expectation value of S²: 0.75


Number 1: strongest force on any atom 0.920 eV Å⁻¹. Number 2: strongest force on any atom 5.747 eV Å⁻¹. Number 3: strongest force on any atom 0.467 eV Å⁻¹. Number 4: strongest force on any atom 0.310 eV Å⁻¹. Number 5: strongest force on any atom 4.811 eV Å⁻¹. Number 6: strongest force on any atom 3.164 eV Å⁻¹.